[1]
A molecular structure, C35H52AsP3SeTi. Source: OMol25; level of theory: wB97M-V/def2-TZVPD.

F_max   4.93 eV Å⁻¹
LUMO energy (alpha / beta)   -0.5326 / -0.5325 hartree
Net charge   +4
HOMO (alpha / beta)   -17.428 / -17.431 eV
Gap between HOMO and LUMO (alpha / beta)   0.1079 / 0.1080 Eh

Last column: Mulliken charge in e.
Atoms and positions in Å:
Ti  -0.290  -0.148  -0.277  -0.84
P  -2.432  -0.884  -1.218  0.95
P  0.878  -2.437  -1.007  0.46
P  -0.740  2.238  -1.243  0.56
H  6.068  1.001  -1.952  0.37
C  5.490  1.721  -1.358  -0.98
C  4.386  1.637  -0.613  -0.09
H  3.884  0.668  -0.532  0.18
C  -2.791  -1.162  -2.975  -1.15
C  -2.918  -2.492  -0.538  -0.63
C  -3.793  0.214  -0.744  -0.80
C  2.718  -2.506  -1.144  -0.94
C  0.654  -3.691  0.317  -1.27
C  0.293  -3.507  -2.393  -0.97
C  0.786  3.240  -1.478  -0.97
C  -1.830  3.155  -0.064  -0.72
C  -1.629  2.681  -2.814  -1.11
H  6.113  2.617  -1.245  0.29
H  4.023  2.459  0.036  0.27
H  -3.796  -1.599  -3.068  0.50
H  -2.050  -1.834  -3.421  0.33
H  -2.750  -0.207  -3.506  0.38
H  -3.944  -2.699  -0.868  0.61
H  -2.883  -2.461  0.555  -0.14
H  -2.242  -3.277  -0.896  0.29
H  -4.709  -0.386  -0.682  0.59
H  -3.914  1.003  -1.494  0.45
H  -3.605  0.690  0.222  -0.14
H  3.124  -3.531  -1.230  0.49
H  3.136  -2.047  -0.233  0.30
H  3.075  -1.920  -1.997  0.30
H  0.943  -4.673  -0.094  0.62
H  -0.397  -3.716  0.631  0.31
H  1.286  -3.459  1.183  0.37
H  0.800  -4.487  -2.353  0.57
H  0.463  -3.045  -3.375  0.12
H  -0.785  -3.657  -2.275  0.36
H  0.559  4.284  -1.746  0.54
H  1.396  2.808  -2.283  0.29
H  1.389  3.204  -0.558  0.35
H  -1.941  4.211  -0.369  0.57
H  -1.462  3.110  0.974  0.03
H  -2.821  2.675  -0.052  0.29
H  -1.627  3.776  -2.935  0.53
H  -2.676  2.347  -2.783  0.37
H  -1.158  2.247  -3.708  0.28
C  2.339  0.650  -4.797  0.06
C  3.419  1.116  -3.986  0.85
C  4.343  2.003  -4.607  -0.31
C  4.277  2.183  -5.985  -0.75
C  3.063  1.927  -6.638  -0.51
C  2.052  1.216  -6.019  -0.79
Se  0.843  -0.647  -4.504  -0.02
H  1.024  0.142  -3.245  -0.18
H  3.535  0.820  -2.941  -0.03
H  5.108  2.527  -4.016  0.40
H  5.155  2.534  -6.523  0.43
H  2.844  2.248  -7.640  0.41
H  1.057  1.034  -6.472  0.38
C  -3.749  -3.556  3.755  -0.87
C  -4.268  -2.427  3.104  -0.70
C  -3.406  -1.386  2.711  -0.25
C  -2.008  -1.533  2.858  0.72
C  -1.480  -2.657  3.509  -0.46
C  -2.360  -3.669  3.925  -0.70
As  -0.791  -0.260  2.014  2.95
C  -1.255  1.432  2.868  0.68
C  -0.254  2.334  3.238  -0.53
C  -0.630  3.500  3.902  -0.69
C  -1.977  3.765  4.185  -0.75
C  -2.958  2.873  3.747  -1.10
C  -2.600  1.701  3.096  -0.23
C  0.753  -0.586  3.130  0.47
C  0.450  -0.619  4.496  -0.55
C  1.462  -0.986  5.402  -0.73
C  2.761  -1.266  4.933  -0.79
C  3.043  -1.198  3.550  -0.70
C  2.042  -0.828  2.631  -0.11
H  -4.432  -4.311  4.125  0.47
H  -5.328  -2.318  2.895  0.51
H  -3.845  -0.474  2.306  0.29
H  -0.411  -2.736  3.741  0.43
H  -1.917  -4.552  4.380  0.48
H  0.805  2.116  3.063  0.44
H  0.150  4.193  4.214  0.48
H  -2.274  4.654  4.754  0.48
H  -4.018  3.044  3.916  0.52
H  -3.377  1.009  2.814  0.19
H  -0.577  -0.424  4.842  0.49
H  1.232  -1.052  6.471  0.50
H  3.551  -1.531  5.657  0.45
H  4.047  -1.438  3.186  0.49
H  2.274  -0.728  1.556  -0.01

[2]
A molecular structure, C29H35N9S5Ti. Source: OMol25; level of theory: wB97M-V/def2-TZVPD.

F_max   1.09 eV Å⁻¹
LUMO energy (alpha / beta)   -0.1728 / -0.1793 hartree
Multiplicity   3
Net charge   +2
HOMO (alpha / beta)   -11.890 / -13.095 eV
Gap between HOMO and LUMO (alpha / beta)   0.2641 / 0.3019 Eh

Last column: Löwdin spin population.
Atoms and positions in Å:
Ti  0.039  -0.285  0.544  1.78
C  -4.430  1.775  2.396  0.00
C  -3.276  1.444  3.336  0.00
S  -1.596  1.450  2.673  0.01
C  -1.363  3.132  2.076  0.00
C  -1.952  3.457  0.700  0.00
S  -1.739  2.128  -0.513  0.00
C  -3.361  2.108  -1.319  0.00
C  -4.600  1.975  -0.425  0.00
S  -4.512  0.751  0.902  0.00
H  -4.408  2.826  2.111  0.00
H  -5.355  1.629  2.954  0.00
H  -3.400  0.443  3.754  0.00
H  -3.302  2.138  4.179  0.00
H  -0.281  3.261  2.043  0.00
H  -1.751  3.840  2.811  0.00
H  -1.486  4.367  0.323  0.00
H  -3.020  3.652  0.772  0.00
H  -3.314  1.274  -2.021  0.00
H  -3.458  3.012  -1.922  0.00
H  -5.433  1.688  -1.068  0.00
H  -4.880  2.939  -0.001  0.00
N  3.163  -3.130  1.259  0.01
C  2.677  -3.869  0.187  0.00
C  3.143  -5.015  -0.446  0.00
C  2.385  -5.485  -1.499  0.00
C  1.205  -4.841  -1.907  0.00
C  0.747  -3.706  -1.271  0.00
C  1.505  -3.220  -0.207  0.00
N  1.297  -2.117  0.617  0.01
C  2.301  -2.109  1.464  0.02
C  2.386  -1.085  2.490  0.00
C  3.389  -0.848  3.375  0.00
S  2.968  0.473  4.368  0.00
C  1.496  0.626  3.544  0.01
N  1.299  -0.238  2.582  0.01
H  3.964  -3.355  1.825  0.00
H  4.046  -5.522  -0.133  0.00
H  2.703  -6.376  -2.022  0.00
H  0.645  -5.255  -2.734  0.00
H  -0.168  -3.217  -1.579  0.00
H  4.329  -1.363  3.495  0.00
H  0.765  1.374  3.813  0.00
C  -3.782  -3.221  1.936  0.01
C  -3.679  -2.857  0.604  0.00
C  -2.634  -2.037  0.222  0.01
N  -1.702  -1.597  1.072  0.01
C  -1.795  -1.974  2.354  0.01
C  -2.822  -2.767  2.830  0.00
H  -4.592  -3.854  2.271  0.00
H  -4.398  -3.190  -0.130  0.00
H  -2.533  -1.723  -0.810  0.00
H  -1.008  -1.626  3.013  0.00
H  -2.854  -3.036  3.876  0.00
C  4.443  3.244  -0.559  0.00
N  3.246  3.155  -1.384  0.00
C  3.148  3.640  -2.678  0.00
C  1.893  3.396  -3.103  0.00
N  1.244  2.763  -2.062  0.00
C  2.067  2.624  -1.008  0.00
S  1.734  1.908  0.518  0.01
H  5.314  3.041  -1.178  0.00
H  4.372  2.505  0.234  0.00
H  4.524  4.238  -0.123  0.00
H  3.982  4.109  -3.169  0.00
H  1.410  3.612  -4.039  0.00
H  0.255  2.539  -2.001  0.00
N  3.260  -0.322  -3.880  0.00
C  1.976  -0.302  -3.448  0.00
C  1.670  -0.397  -2.071  0.02
N  0.423  -0.345  -1.644  0.01
C  -0.554  -0.221  -2.563  0.01
C  -0.238  -0.116  -3.901  0.00
N  1.013  -0.143  -4.350  0.02
H  3.985  -0.682  -3.286  0.00
H  3.407  -0.390  -4.874  0.00
H  2.456  -0.486  -1.330  0.00
H  -1.579  -0.212  -2.222  0.00
H  -1.022  -0.004  -4.641  0.00

[3]
A single C5H5NO molecule. Source: OMol25; level of theory: wB97M-V/def2-TZVPD.

F_max   0.59 eV Å⁻¹
LUMO energy   -0.0041 hartree
HOMO   -10.042 eV
Gap between HOMO and LUMO   0.3649 Eh

Last column: natural (NBO) charge in e.
Atoms and positions in Å:
O  1.060  1.495  1.422  -0.47
C  0.701  0.667  0.612  0.49
C  1.599  -0.453  0.295  -0.14
C  2.469  -1.259  0.065  -0.13
C  -0.605  0.867  -0.120  -0.18
C  -1.349  -0.217  -0.796  -0.25
N  -1.899  0.416  0.396  -0.55
H  3.287  -1.937  -0.083  0.24
H  -0.654  1.861  -0.556  0.22
H  -0.930  -1.213  -0.696  0.20
H  -1.859  -0.023  -1.738  0.20
H  -1.820  -0.204  1.199  0.36

[4]
A molecular structure, C12H19BBr21ClO5PS3. Source: OMol25; level of theory: wB97M-V/def2-TZVPD.

F_max   1.64 eV Å⁻¹
LUMO energy   0.0455 hartree
Net charge   -1
HOMO   -4.877 eV
Gap between HOMO and LUMO   0.2248 Eh

Last column: natural (NBO) charge in e.
Atoms and positions in Å:
C  2.705  -0.304  -2.163  -0.63
C  1.408  -0.461  -1.385  -0.42
C  0.114  -0.500  -2.203  0.02
S  0.117  -1.722  -3.554  2.16
C  0.997  -0.932  -4.881  -0.88
O  0.910  -2.854  -3.122  -0.98
O  -1.211  -1.989  -4.031  -0.93
O  -0.044  0.749  -2.842  -0.76
B  -1.271  1.407  -2.442  0.64
S  -2.652  1.306  -3.835  -0.38
S  -0.942  3.281  -1.960  -0.40
O  -1.720  0.711  -1.231  -0.74
C  -1.096  -0.536  -1.196  -0.24
P  -2.469  -1.782  -0.980  1.09
O  -3.444  -1.630  -2.272  -0.96
Cl  -1.684  -3.667  -1.240  -0.31
H  2.594  0.525  -2.864  0.20
H  2.948  -1.200  -2.734  0.22
H  3.541  -0.065  -1.507  0.21
H  1.287  0.430  -0.761  0.22
H  1.449  -1.323  -0.714  0.21
H  1.556  -1.751  -5.336  0.24
H  0.289  -0.534  -5.600  0.25
H  1.701  -0.189  -4.529  0.25
H  -1.853  1.181  -4.899  0.12
H  -2.125  3.535  -1.391  0.13
H  -0.621  -0.625  -0.206  0.19
H  -4.185  -1.077  -2.010  0.50
C  2.190  4.718  -0.934  -0.51
Br  3.580  5.067  0.347  0.07
Br  1.633  6.314  -1.857  0.07
Br  2.675  3.336  -2.153  0.11
H  1.332  4.348  -0.384  0.25
C  6.850  0.563  -3.020  -0.50
Br  6.180  -0.305  -1.441  0.10
Br  7.883  -0.642  -4.108  0.08
Br  5.444  1.393  -4.028  0.11
H  7.518  1.345  -2.690  0.22
C  -2.020  -2.796  3.622  -0.51
Br  -3.722  -2.256  4.341  0.06
Br  -1.447  -4.492  4.358  0.05
Br  -2.049  -2.780  1.685  0.12
H  -1.296  -2.062  3.943  0.22
C  2.062  3.533  3.985  -0.50
Br  1.156  3.145  2.340  0.12
Br  3.957  3.232  3.846  0.08
Br  1.665  5.319  4.580  0.09
H  1.686  2.856  4.738  0.22
C  -6.189  -5.224  2.767  -0.50
Br  -6.690  -3.467  2.175  0.10
Br  -4.517  -5.776  2.017  0.12
Br  -6.179  -5.359  4.690  0.07
H  -6.948  -5.906  2.415  0.22
C  -2.148  -7.324  7.625  -0.51
Br  -2.570  -8.323  9.217  0.08
Br  -1.198  -8.400  6.347  0.09
Br  -3.704  -6.524  6.843  0.11
H  -1.486  -6.523  7.920  0.23
C  0.005  8.551  0.427  -0.51
Br  0.733  7.189  1.556  0.11
Br  -1.789  9.024  0.937  0.08
Br  1.147  10.099  0.354  0.07
H  -0.043  8.142  -0.573  0.23